# 1
Formula: C4H9NS3
Source: the OMol25 dataset
Level of theory: ωB97M-V with the def2-TZVPD basis set

**ΔE to the lowest compared entry with this formula, charge and spin**: 30.5 kcal per mole
**Kohn-Sham gap**: 8.099 eV
**Structure (SMILES)**: CS[C@H](CN)SC=S
**Charge**: 0

Last column: Löwdin charge in e.
Atoms and positions in Å:
H (-0.2399, 1.3416, 2.8054)  0.02
H (1.9161, 0.4053, 0.2790)  0.11
H (0.9210, 2.0608, 1.7226)  0.03
C (-0.1487, 1.9667, 1.9427)  -0.35
S (-0.9408, 1.1037, 0.4927)  0.78
S (-1.5493, -2.3524, -2.9305)  0.64
H (0.1439, -0.7072, 1.5987)  0.05
N (1.2937, -0.0981, -1.6870)  0.02
H (-0.6145, 2.9430, 2.1193)  0.04
H (0.7307, -0.9189, -1.9825)  0.03
C (-1.7482, -1.6018, -1.4968)  -1.08
H (1.8040, -1.3342, -0.1005)  0.10
H (0.5555, 0.6078, -1.7217)  0.04
C (1.3269, -0.3794, -0.2460)  -0.38
H (-2.4535, -0.7227, -1.4352)  0.02
C (0.0439, -0.4211, 0.5569)  -0.85
S (-1.0407, -1.8932, 0.0828)  0.79

# 2
Formula: C42H45N2O2RhSSbSe4Te
Source: the OMol25 dataset
Level of theory: ωB97M-V with the def2-TZVPD basis set

**ΔE to the lowest compared entry with this formula, charge and spin**: 82.8 kcal per mole
**Kohn-Sham gap (spin up / spin down)**: 3.944 / 3.945 eV
**Spin multiplicity**: 2
**<S²>**: 0.759
**Charge**: -2

Last column: Löwdin charge in e.
Atoms and positions in Å:
H (-1.2259, -4.8123, 2.3656)  0.07
C (-2.6172, 1.8525, 4.3403)  -0.10
C (-1.8125, 2.7160, -4.2611)  -0.12
O (2.3484, -0.0807, -3.3769)  -0.11
H (-1.6727, 3.6525, -2.3397)  0.09
H (1.1949, 4.0396, 4.7697)  0.09
H (2.4764, 2.2794, 3.5420)  0.02
H (2.4829, -3.9085, 1.4588)  0.06
C (6.4776, -4.9906, -0.2936)  -0.29
H (2.3205, 0.5477, 3.9846)  0.04
Te (2.8261, -1.2761, -0.8512)  1.36
H (0.1451, 2.1585, -1.5455)  0.11
H (0.4628, 3.6737, 6.3349)  0.07
H (-1.7387, 1.6036, -6.0832)  0.09
H (1.1350, -0.0281, 6.1531)  0.09
H (-0.9601, -4.7965, -0.2915)  0.09
H (7.3201, -6.8103, 0.4821)  0.06
C (2.9476, -3.1857, -3.6054)  -0.05
H (0.2402, 1.1824, 7.0762)  0.07
C (3.5218, -3.8945, 1.8080)  -0.07
H (6.4204, -2.0865, -3.0501)  0.07
H (0.7533, 1.0806, 2.6131)  0.04
H (3.2476, 1.6445, 4.9951)  0.06
C (-0.1618, -4.5028, -0.9576)  -0.10
C (1.6959, -3.0334, -1.4278)  -0.34
H (3.6760, -4.7100, 2.5123)  0.07
N (-1.4898, 0.4901, 1.1902)  -0.02
C (-1.3690, 1.0265, 2.4321)  -0.30
C (-1.2867, 2.8787, -2.9893)  -0.09
H (-3.6901, -2.0494, -3.7791)  0.09
C (6.5001, -4.0027, -1.2673)  -0.03
C (-3.1084, -0.2025, -0.4326)  -0.28
Se (6.5082, -0.5734, 2.1876)  -0.31
C (2.3514, 1.5775, 4.3801)  -0.14
C (4.4886, -3.0191, -0.3896)  -0.23
S (-3.9372, 1.0247, 1.9732)  1.07
C (1.8749, -3.6370, -2.6664)  -0.29
H (-2.6217, 3.3490, -4.6026)  0.09
H (-2.9066, -4.6123, 2.8981)  0.07
H (4.8051, -1.4688, -2.6783)  0.02
C (-0.2949, 0.9008, -4.6670)  -0.04
N (0.8496, -0.5722, -1.8042)  -0.31
H (0.5590, -3.0354, 0.4033)  0.04
H (2.0050, 1.2249, 7.0354)  0.08
H (-0.6100, -5.9514, -2.4720)  0.09
C (1.1148, 1.9202, 5.2055)  -0.55
H (-5.2205, 0.1979, -0.4539)  0.09
C (-2.0050, -0.7850, -1.1263)  -0.19
C (4.4934, -3.9681, 0.6561)  -0.29
H (-1.5786, -4.0544, 3.9205)  0.07
C (-2.7847, 0.4076, 0.7844)  -0.49
H (0.0998, 0.1275, -5.3124)  0.11
H (2.9456, -2.0975, -3.6936)  0.04
Se (1.5889, -0.4838, 0.8815)  0.10
Rh (-0.1999, -0.4588, -0.2495)  0.66
C (-1.3157, 1.7304, -5.0959)  -0.11
C (0.2229, 1.0536, -3.3897)  -0.15
H (-1.4188, -1.8912, -2.8746)  0.10
H (5.5068, -5.6517, 1.4928)  0.10
H (7.6558, -6.5283, -1.2333)  0.07
O (-0.7320, -2.2094, 2.0235)  -0.17
Sb (3.8668, -0.4431, 1.6228)  0.11
H (6.1812, -1.0105, -1.6579)  0.10
C (1.2473, 3.3871, 5.6375)  -0.05
H (-2.6638, -2.1232, 2.7500)  0.11
Se (5.4137, -0.2564, 3.9293)  -0.24
Se (4.1973, 2.0390, 1.2889)  -0.26
H (3.7085, -2.8911, 2.3354)  0.02
H (-2.4005, -2.9285, 1.1877)  0.11
C (0.0293, -5.1300, -2.1718)  -0.11
C (5.4918, -4.9383, 0.6775)  -0.03
C (-0.2777, 2.0419, -2.5486)  -0.04
H (3.9266, -3.5163, -3.2491)  0.07
H (2.7829, -3.5965, -4.6018)  0.08
H (8.5084, -5.5903, -0.0048)  0.07
C (-4.5955, -0.9267, -2.1811)  -0.13
H (-3.5622, 2.0992, 4.8070)  0.10
H (1.1949, -5.1911, -3.9616)  0.10
C (0.6893, -3.4759, -0.5911)  -0.17
C (-2.5896, 1.3621, 3.0552)  -0.46
C (-2.2380, -1.4346, -2.3172)  -0.11
C (-1.9987, -2.8004, 2.1975)  -0.31
C (5.5446, -2.9957, -1.3082)  -0.33
C (7.5489, -6.0453, -0.2596)  -0.07
C (1.0449, -4.6982, -3.0073)  -0.06
C (-4.4012, -0.2743, -0.9854)  -0.07
C (1.1139, 1.0187, 6.4475)  -0.05
H (-0.4264, -1.8207, 2.8586)  0.09
H (7.3077, -3.9879, -1.9894)  0.11
C (-0.1866, 1.7286, 4.4362)  -0.16
C (1.2308, 0.0881, -2.8519)  -0.67
H (-5.5939, -0.9857, -2.6024)  0.09
C (5.7407, -1.8302, -2.2381)  -0.09
C (-1.4208, 2.0090, 5.0318)  -0.04
H (-1.4647, 2.3722, 6.0487)  0.10
C (-3.5310, -1.5205, -2.8465)  -0.09
C (-1.9185, -4.1570, 2.8925)  -0.08
H (2.2110, 3.5295, 6.1207)  0.08
C (-0.1826, 1.2683, 3.1336)  0.03

# 3
Formula: C30H39N9
Source: the OMol25 dataset
Level of theory: ωB97M-V with the def2-TZVPD basis set

**ΔE to the lowest compared entry with this formula, charge and spin**: 83.8 kcal per mole
**Kohn-Sham gap**: 8.038 eV
**Structure (SMILES)**: c1cc[nH]c1.c1cc[nH]c1.c1cc[nH]c1.c1cc[nH]c1.c1cc[nH]c1.c1cc[nH]c1.CC#N.CC#N.CC#N
**Charge**: 0

Last column: Löwdin charge in e.
Atoms and positions in Å:
H (4.7262, 4.1492, 2.5336)  0.08
H (-7.8143, 2.4522, -8.2011)  0.08
N (2.4465, -1.7370, 4.8756)  -0.01
H (-2.2036, 3.6969, -0.0105)  0.09
H (3.7265, 7.1366, -0.1586)  0.15
C (4.1702, 7.3125, 1.8513)  -0.15
H (-2.0374, -2.9722, 2.7107)  0.10
C (-0.3389, -0.2294, -1.9613)  -0.31
H (-2.1928, -5.9020, -0.8250)  0.07
C (3.4448, -1.4999, -5.4737)  -0.14
H (3.0003, -2.1024, 4.1141)  0.15
H (2.7448, -3.1672, 6.4381)  0.10
N (-7.5801, 0.8386, -5.4481)  0.00
C (0.9245, -0.4669, 5.8620)  -0.11
C (-6.1439, 1.8466, -6.8548)  -0.13
H (1.1900, -0.9199, -0.8616)  0.08
C (-7.4733, 2.0557, -7.2562)  -0.13
N (-1.1226, 4.1102, 3.0058)  -0.02
C (-4.1524, -5.2021, 3.9979)  -0.11
N (5.4811, -0.3661, 0.8129)  0.12
C (3.6550, -3.6334, -4.8389)  -0.10
C (4.2631, 6.3011, 2.8284)  -0.10
H (-0.0353, 0.0473, -0.0158)  0.09
H (-1.2026, -5.3708, -2.2963)  0.08
N (2.7531, -3.5397, -5.9421)  0.01
C (-3.3348, -5.8264, -2.6998)  -0.25
C (-0.8981, 4.1075, 1.6658)  -0.15
H (-9.4606, 1.4250, -6.3614)  0.10
H (3.8934, -4.5689, -4.3548)  0.09
H (-7.9029, 0.4644, -4.5673)  0.14
C (3.9339, -2.3283, -4.5095)  -0.16
C (7.6379, 1.0319, 0.6505)  -0.06
H (4.3551, 6.4381, 3.8957)  0.09
H (0.2482, 0.3595, 6.0233)  0.08
C (-2.6220, -3.7379, 3.1989)  -0.13
C (1.6223, -0.7267, 4.6302)  -0.14
C (-8.3812, 1.4576, -6.3706)  -0.12
H (7.6140, 1.3842, -0.3808)  0.09
H (-2.5868, 3.7853, 4.3625)  0.11
H (-5.3255, 2.2101, -7.4585)  0.10
H (8.4478, 0.3338, 0.8626)  0.09
C (-3.0202, 3.5347, 2.1207)  -0.11
H (3.4015, -0.4218, -5.4269)  0.09
N (-4.2102, -6.1858, -3.3999)  0.10
N (4.2042, 6.7530, 0.6444)  -0.02
H (4.3336, -1.9855, -3.5666)  0.10
C (-3.8909, -4.2425, 3.0619)  -0.16
C (0.6323, 0.0165, -0.8768)  -0.06
H (-4.0285, 3.1873, 1.9503)  0.09
H (7.5477, 1.8240, 1.3938)  0.09
H (2.2867, -2.0352, -7.3217)  0.11
H (-2.7875, -5.8521, 5.6231)  0.10
H (-5.4853, 0.7520, -5.0528)  0.11
C (2.8099, -2.2865, -6.4109)  -0.16
H (0.7879, -1.5107, 7.6975)  0.10
C (4.4635, 5.3915, 0.7395)  -0.12
C (-2.1720, -5.4145, -1.7997)  -0.06
C (-2.9966, -5.2389, 4.7589)  -0.16
C (6.4364, 0.2560, 0.7830)  -0.32
C (-6.2250, 1.0809, -5.7676)  -0.14
H (3.9341, 8.3649, 1.9064)  0.11
C (2.1930, -2.2832, 6.1541)  -0.12
H (1.6546, -0.2736, 3.6504)  0.10
H (-1.1820, -4.1744, 4.7149)  0.15
N (-1.1405, -0.4441, -2.7154)  0.12
H (1.3885, 0.7147, -1.2356)  0.08
H (-5.0731, -5.7378, 4.1757)  0.10
H (4.5453, 4.6540, -0.0452)  0.10
C (-2.4215, 3.8556, 3.2976)  -0.15
H (-2.5161, -4.4289, -1.4861)  0.07
H (0.0080, 4.4491, 1.1877)  0.10
H (-4.5708, -3.8932, 2.2989)  0.09
N (-2.0593, -4.3974, 4.2669)  0.01
C (-2.0881, 3.7853, 1.0596)  -0.11
C (1.3372, -1.4180, 6.7723)  -0.15
H (-0.4398, 4.1363, 3.7496)  0.15
H (2.3778, -4.2981, -6.4935)  0.14
C (4.4957, 5.1191, 2.1182)  -0.13

# 4
Formula: C15H17FNO6
Source: the OMol25 dataset
Level of theory: ωB97M-V with the def2-TZVPD basis set

**Kohn-Sham gap**: 6.244 eV
**Structure (SMILES)**: CCOC(=O)C(F)(C(=O)OCC)[C@@H](C=[N+]([O-])[O-])c1ccccc1
**Charge**: -1

Last column: Löwdin charge in e.
Atoms and positions in Å:
C (2.6914, 1.8014, 2.8257)  -0.11
C (-0.4536, -0.0637, -0.4503)  -0.24
H (4.0942, 1.3423, -1.2157)  0.08
C (3.9685, 0.6530, -2.0584)  -0.08
H (-1.5799, 0.3093, 1.2875)  0.16
H (3.5657, -0.1797, 3.0685)  0.09
C (3.0583, -0.4846, -1.6818)  -0.20
C (-0.6528, -0.2205, 1.0393)  -0.19
H (3.5754, 1.2109, -2.9136)  0.08
H (-5.8558, 0.1236, -2.1847)  0.07
C (-1.5999, -0.7369, -1.2281)  -0.41
C (2.7144, 0.4070, 2.7237)  -0.09
H (2.9430, -1.2111, -2.4989)  0.13
O (-2.4097, -3.3457, 1.4262)  -0.09
H (-3.7280, -1.1772, -2.6378)  0.12
H (1.6377, -1.3511, 2.0642)  0.11
H (-4.1923, -1.1854, -0.9037)  0.12
C (0.5284, 0.4661, 1.7063)  -0.16
C (0.8893, -0.7306, -0.8234)  -0.39
H (-4.9352, 1.2051, -1.1092)  0.08
C (-4.8735, 0.5540, -1.9864)  -0.08
H (1.5066, 3.6063, 2.5617)  0.09
H (-4.5720, 1.1466, -2.8548)  0.07
H (-0.0317, -2.3176, 1.6627)  0.10
C (1.6231, -0.2667, 2.1546)  -0.03
C (-3.8885, -0.5558, -1.7487)  -0.21
O (-2.9687, -1.2604, 0.9890)  -0.12
O (-2.6317, 0.1032, -1.3856)  0.00
H (3.4218, -0.9985, -0.7818)  0.12
C (1.5517, 2.5225, 2.4394)  -0.09
C (-0.8236, -1.6687, 1.3111)  -0.07
C (0.4676, 1.8514, 1.8873)  -0.03
H (-0.4324, 2.3823, 1.5751)  0.12
O (-1.5515, -1.8770, -1.6373)  0.14
F (-0.4017, 1.2792, -0.8064)  0.06
O (1.7470, 0.1135, -1.4133)  0.02
O (1.1831, -1.8825, -0.5513)  0.12
N (-2.0904, -2.1460, 1.2416)  -0.45
H (3.5573, 2.3287, 3.2309)  0.09
H (4.9486, 0.2531, -2.3234)  0.07